(1)
91
Properties=species:S:1:pos:R:3:lowdin_charge:R:1 method="wB97M-V/def2-TZVPD" homo_energy_ha="-0.2516 / -0.2834" multiplicity=3 s_squared=2.01 e_above_lowest_kj_mol=8.2 orbital_gap_ev="6.74 / 6.98"
Pt 1.0354 0.9798 1.0165 0.774
C -1.4488 -5.0805 -2.3228 -0.052
C -0.8490 -3.9968 -1.4565 -0.256
C 0.0509 -4.2846 -0.4327 0.039
C 0.5720 -3.3082 0.3965 -0.071
C 1.5015 -3.7372 1.4784 -0.297
O 2.1511 -4.7587 1.3811 0.107
C 1.5954 -2.8929 2.7157 -0.168
C 2.7890 -2.2806 3.0602 -0.019
C 2.8515 -1.4683 4.1838 -0.071
C 1.7282 -1.2919 4.9812 -0.099
C 0.5406 -1.9359 4.6546 -0.087
C 0.4730 -2.7275 3.5156 -0.040
C 0.2406 -1.9484 0.2182 -0.333
O 0.7128 -1.0977 1.0578 -0.240
C -0.6133 -1.6234 -0.8743 -0.091
C -1.1564 -2.6614 -1.6517 0.026
C -0.9015 -0.2356 -1.2434 -0.183
N -0.2986 0.7795 -0.7277 -0.057
C -0.6705 2.1557 -1.0876 -0.290
C -1.7251 2.6977 -0.1228 -0.399
Te -1.3193 2.1428 1.9121 1.468
C -2.6480 0.5048 1.9294 -0.501
C -2.1746 -0.7831 2.1557 -0.127
C -3.0677 -1.8509 2.1447 -0.062
C -4.4215 -1.6326 1.9266 -0.078
C -4.8945 -0.3397 1.7287 -0.092
C -4.0095 0.7306 1.7334 -0.157
C -1.9303 -0.0102 -2.3145 -0.211
C -3.2763 0.0536 -1.9792 -0.019
C -4.2285 0.2692 -2.9690 -0.060
C -3.8377 0.4153 -4.2932 -0.079
C -2.4905 0.3390 -4.6300 -0.067
C -1.5394 0.1251 -3.6424 -0.034
H -1.1039 -6.0659 -2.0080 0.074
H -1.1744 -4.9537 -3.3724 0.077
H -2.5400 -5.0785 -2.2692 0.078
H 0.3578 -5.3086 -0.2482 0.128
H 3.6618 -2.4191 2.4335 0.124
H 3.7770 -0.9655 4.4350 0.108
H 1.7796 -0.6496 5.8522 0.086
H -0.3358 -1.8132 5.2804 0.103
H -0.4583 -3.2120 3.2399 0.113
H -1.8439 -2.4087 -2.4505 0.124
H -1.0432 2.2383 -2.1088 0.114
H 0.2350 2.7553 -1.0079 0.093
H -2.7116 2.2847 -0.3339 0.040
H -1.7764 3.7847 -0.1618 0.058
H -1.1174 -0.9603 2.3075 0.064
H -2.6950 -2.8584 2.2920 0.104
H -5.1115 -2.4680 1.9174 0.105
H -5.9528 -0.1632 1.5770 0.105
H -4.3832 1.7372 1.5812 0.100
H -3.5790 -0.0849 -0.9444 0.111
H -5.2774 0.3194 -2.7029 0.107
H -4.5806 0.5803 -5.0635 0.104
H -2.1810 0.4425 -5.6627 0.105
H -0.4870 0.0562 -3.8994 0.108
C 2.6962 -1.1759 -1.8908 -0.010
N 2.9327 0.1003 -2.5446 -0.073
C 2.8469 0.1364 -3.9933 -0.158
C 3.7828 1.1967 -4.5283 -0.151
C 3.3973 2.5303 -3.9247 -0.163
N 3.2028 2.4213 -2.4862 -0.078
C 3.2440 3.6663 -1.7380 -0.029
C 3.0168 1.2448 -1.8115 -0.479
O 2.9293 1.2430 -0.5778 -0.101
H 1.6964 -1.5568 -2.1175 0.087
H 2.7870 -1.0597 -0.8151 0.083
H 3.4326 -1.9057 -2.2357 0.099
H 1.8188 0.3438 -4.3198 0.113
H 3.1140 -0.8509 -4.3679 0.125
H 3.7274 1.2503 -5.6159 0.119
H 4.8072 0.9407 -4.2488 0.126
H 2.4831 2.9084 -4.3961 0.125
H 4.1779 3.2718 -4.1041 0.122
H 2.4661 4.3491 -2.0911 0.092
H 4.2137 4.1526 -1.8691 0.094
H 3.0922 3.4592 -0.6841 0.071
C -0.4456 1.2466 5.2895 -0.410
S 1.0298 2.2260 5.6686 0.825
C 0.9275 3.4154 4.3823 -1.039
C 1.5166 3.3124 3.1801 -1.203
S 2.4898 2.0024 2.5516 0.493
S 1.2054 4.6523 2.1001 0.836
C 0.1164 5.5586 3.1005 -1.526
S -0.6468 6.9191 2.6040 0.536
S -0.0544 4.8389 4.6582 0.897
H -0.6237 0.5973 6.1466 0.040
H -0.2704 0.6333 4.4051 -0.002
H -1.3096 1.8950 5.1490 0.029


(2)
67
Properties=species:S:1:pos:R:3:lowdin_charge:R:1 method="wB97M-V/def2-TZVPD" homo_energy_ha=-0.2979 orbital_gap_ev=6.72
C -3.6933 -1.7439 5.3809 -0.116
C -4.4190 -1.5943 4.0381 -0.258
C -3.7847 -2.3952 2.8850 -0.205
C -3.6735 -1.6127 1.5653 -0.208
C -2.2402 -1.1579 1.2592 -0.211
C -2.1305 -0.5349 -0.1408 -0.173
C -1.2136 0.6714 -0.2599 -0.139
N 0.2435 0.3731 -0.1366 0.033
C 1.0280 0.9463 0.7937 -0.339
N 1.2166 2.2524 0.9497 -0.057
P 0.7287 3.5021 -0.2255 0.777
N 1.8529 4.1746 -1.0290 -0.243
C 1.9315 2.7461 2.1131 -0.358
C 1.4747 2.4559 3.3818 -0.013
C 2.1998 2.9668 4.4349 -0.047
C 3.3132 3.7397 4.1744 -0.049
C 3.6562 3.9894 2.8656 -0.103
N 2.9749 3.4901 1.8377 0.140
N 1.6901 0.0393 1.5966 0.116
C 1.2668 -1.3035 1.0803 -0.580
S 2.5599 -2.5445 1.2323 0.869
C 0.8260 -0.9815 -0.3369 -0.274
C 1.9905 -0.8430 -1.3286 -0.265
C 2.3031 -2.1623 -2.0640 -0.804
C 3.7929 -2.5332 -2.1399 -0.161
I 1.3770 -2.0419 -3.9879 1.073
H -2.6097 -1.7800 5.2332 0.064
H -4.0028 -2.6432 5.9180 0.072
H -3.9055 -0.8943 6.0356 0.067
H -4.4383 -0.5285 3.7833 0.097
H -5.4626 -1.8901 4.1706 0.106
H -2.7881 -2.7245 3.1958 0.098
H -4.3784 -3.2959 2.7094 0.110
H -4.0227 -2.2037 0.7130 0.118
H -4.3047 -0.7178 1.6133 0.111
H -1.6130 -2.0536 1.3106 0.103
H -1.9159 -0.4314 2.0151 0.118
H -3.1185 -0.1517 -0.4243 0.127
H -1.8984 -1.2955 -0.8907 0.121
H -1.4014 1.1851 -1.2038 0.110
H -1.4586 1.3689 0.5484 0.124
H -0.2635 2.8435 -0.9478 0.005
H 0.0778 4.2925 0.7232 0.025
H 1.7611 4.0401 -2.0309 -0.007
H 0.5847 1.8591 3.5325 0.120
H 1.8955 2.7658 5.4544 0.118
H 3.9037 4.1474 4.9860 0.114
H 4.5111 4.6111 2.6223 0.120
H 2.7004 0.1549 1.5160 0.144
H 0.4387 -1.6116 1.7172 0.090
H 2.8500 -2.2385 2.5022 -0.114
H 0.1555 -1.6900 -0.8199 0.143
H 1.6427 -0.1098 -2.0592 0.075
H 2.8968 -0.4297 -0.8720 0.110
H 1.7720 -2.9823 -1.5721 0.049
H 4.4234 -1.7253 -1.7641 0.072
H 3.9939 -3.4119 -1.5200 0.065
H 4.1003 -2.7828 -3.1536 0.049
N -1.1902 -0.4598 -7.5619 -0.320
S 0.3576 -0.7792 -7.6026 0.458
O 1.1683 0.1015 -6.8196 -0.339
O 0.8647 -1.2479 -8.8476 -0.274
F 0.2709 -2.0974 -6.6855 -0.332
S -1.6890 0.8453 -8.2974 0.469
O -3.0307 1.1319 -7.9116 -0.299
O -1.3134 0.9388 -9.6692 -0.285
F -0.8349 1.9917 -7.5860 -0.205


(3)
50
Properties=species:S:1:pos:R:3:lowdin_charge:R:1 method="wB97M-V/def2-TZVPD" homo_energy_ha=-0.3127 e_above_lowest_kj_mol=0.0 orbital_gap_ev=8.43
C -1.9264 0.0385 5.7596 -0.050
C -2.1365 0.4227 4.3282 -0.268
C -3.2020 1.2864 3.9954 -0.035
C -3.4383 1.6623 2.7054 0.000
C -2.6114 1.1902 1.6629 -0.208
N -2.8702 1.5793 0.4051 0.169
C -2.1113 1.1542 -0.5783 -0.214
C -2.4610 1.6186 -1.9276 -0.168
C -1.5151 1.7251 -2.9447 -0.039
C -1.8858 2.1675 -4.2012 -0.085
C -3.2026 2.5075 -4.4615 -0.089
C -4.1490 2.4147 -3.4534 -0.078
C -3.7815 1.9776 -2.1962 -0.027
C -1.0179 0.2808 -0.3584 0.060
C -0.7300 -0.1318 0.9157 -0.074
C 0.4075 -1.0749 1.1780 -0.483
O 0.2808 -2.2755 1.2806 0.091
N 1.5991 -0.4386 1.2938 0.080
C 2.8359 -1.1452 1.5345 -0.179
C 3.7036 -1.2444 0.2790 -0.150
C 3.0294 -2.0961 -0.8030 -0.144
N 3.8596 -2.2033 -1.9700 -0.103
C 3.9362 -1.3078 -2.9999 -0.083
C 4.9078 -1.7746 -3.8366 -0.163
N 5.4304 -2.9262 -3.3418 0.050
C 4.7894 -3.1527 -2.2298 -0.186
C -1.5339 0.3223 1.9898 -0.089
C -1.3191 -0.0437 3.3314 0.025
H -1.0800 -0.6354 5.8629 0.076
H -1.7454 0.9251 6.3667 0.083
H -2.8150 -0.4552 6.1509 0.084
H -3.8387 1.6488 4.7900 0.114
H -4.2525 2.3206 2.4462 0.113
H -0.4790 1.4862 -2.7537 0.103
H -1.1427 2.2497 -4.9812 0.102
H -3.4885 2.8483 -5.4456 0.101
H -5.1761 2.6842 -3.6511 0.103
H -4.5051 1.9016 -1.3999 0.107
H -0.4390 -0.0822 -1.1942 0.116
H 1.6411 0.5591 1.1573 0.154
H 2.5581 -2.1465 1.8734 0.123
H 3.3900 -0.6373 2.3294 0.122
H 4.6615 -1.6947 0.5447 0.118
H 3.9004 -0.2441 -0.1156 0.116
H 2.0725 -1.6498 -1.0879 0.122
H 2.8332 -3.0984 -0.4135 0.136
H 3.3030 -0.4457 -3.0527 0.109
H 5.2616 -1.3596 -4.7588 0.090
H 4.9561 -3.9935 -1.5861 0.123
H -0.5030 -0.7141 3.5619 0.121


These records have largest force on an atom values of 0.5 1.5 0.8 eV/A, in the order they appear.